i.
The following is a DFT calculation (ωB97M-V/def2-TZVPD) of an isolated molecule of C5H10OS.

```
17
C5H10OS | OMol25 | ωB97M-V/def2-TZVPD
C 2.26 -0.42 0.31
O 0.99 0.07 -0.36
C 0.00 0.74 0.47
C 0.35 0.57 1.91
C -1.24 0.98 0.05
S -1.93 0.95 -1.69
C -1.91 -0.65 -2.38
H 3.00 -0.77 -0.45
H 2.56 0.44 0.98
H 2.16 -1.33 1.06
H 1.51 0.87 2.43
H -0.29 1.16 2.57
H 0.07 -0.60 2.08
H -2.01 1.24 0.73
H -0.88 -1.04 -2.50
H -2.18 -0.68 -3.44
H -2.47 -1.52 -1.77
```

Gap between HOMO and LUMO (eV): 8.9279
SMILES string: CO/C(C)=C\SC

Here are the natural (NBO) charges for atoms 1 to 5, given in e: number 1, C, carries -0.27; number 2, O, carries -0.54; number 3, C, carries 0.30; number 4, C, carries -0.68; number 5, C, carries -0.40

=====

ii.
The following is a DFT calculation (ωB97M-V/def2-TZVPD) of a cluster of 2 separate species, C5H10OS in total.

```
17
C5H10OS | OMol25 | ωB97M-V/def2-TZVPD
C -1.12 -0.64 0.25
C 1.96 -1.15 -0.07
C 1.38 1.34 0.02
C -3.79 0.07 -0.05
C 1.33 -0.01 0.64
O -1.39 -1.79 0.16
S -2.10 0.76 0.19
H 1.64 -1.18 -1.11
H 1.70 -2.10 0.40
H 3.05 -1.05 -0.07
H 1.20 1.29 -1.05
H 2.37 1.79 0.18
H 0.65 2.01 0.47
H -3.93 -0.13 -1.11
H -4.49 0.82 0.29
H -3.87 -0.84 0.53
H 1.28 -0.06 1.71
```

Gap between HOMO and LUMO (spin up / spin down) (eV): 8.3575 / 7.7611

Here are the natural (NBO) charges for atoms 1 to 5, given in e: number 1, C, carries 0.30; number 2, C, carries -0.68; number 3, C, carries -0.68; number 4, C, carries -0.74; number 5, C, carries -0.07

=====

iii.
The following is a DFT calculation (ωB97M-V/def2-TZVPD) of a structure of composition C5H10OS.

```
17
C5H10OS | OMol25 | ωB97M-V/def2-TZVPD
C 0.95 1.72 -0.48
C 1.04 0.31 0.25
C 0.23 -1.83 0.43
C -0.24 -0.38 0.70
C -1.56 -0.02 0.02
H 0.25 1.79 -1.30
H 0.77 2.47 0.35
H 1.93 1.96 -0.81
H 1.84 0.35 1.03
H -0.45 -2.56 -0.04
H 0.81 -2.23 1.31
H -0.45 -0.10 1.70
H -2.38 -0.25 0.70
H -1.60 1.09 -0.12
H -0.97 -0.39 -1.74
O -1.69 -0.70 -1.22
S 1.52 -1.23 -0.77
```

Gap between HOMO and LUMO (eV): 9.4202

Here are the natural (NBO) charges for atoms 1 to 5, given in e: number 1, C, carries -0.63; number 2, C, carries -0.25; number 3, C, carries -0.49; number 4, C, carries -0.30; number 5, C, carries -0.06

=====

Most stable: iii

=====

i.
The following is a DFT calculation (ωB97M-V/def2-TZVPD) of an isolated molecule of C5H10OS.

```
17
C5H10OS | OMol25 | ωB97M-V/def2-TZVPD
C -1.42 -0.65 -0.82
C -0.97 0.39 0.07
C -1.13 -0.03 1.54
C 0.57 0.78 -0.19
C 1.86 -0.18 -0.33
O 1.86 -1.39 -0.10
S 3.40 0.69 -0.67
H -2.47 -0.57 -0.89
H -1.03 -1.62 -0.46
H -1.07 -0.59 -1.91
H -1.46 1.38 -0.23
H -0.43 -0.85 1.86
H -1.05 0.75 2.27
H -2.12 -0.40 1.53
H 0.60 1.27 -1.13
H 0.94 1.50 0.54
H 3.92 -0.48 -1.08
```

Gap between HOMO and LUMO (eV): 10.4727
SMILES string: CC(C)CC(=O)S

Here are the natural (NBO) charges for atoms 1 to 5, given in e: number 1, C, carries -0.62; number 2, C, carries -0.19; number 3, C, carries -0.61; number 4, C, carries -0.49; number 5, C, carries 0.44

=====

ii.
The following is a DFT calculation (ωB97M-V/def2-TZVPD) of an isolated molecule of C5H10OS.

```
17
C5H10OS | OMol25 | ωB97M-V/def2-TZVPD
C -2.61 1.39 -0.06
S -0.94 2.05 0.12
C -0.09 0.70 1.04
C 0.23 -0.50 0.09
C 1.63 -0.39 -0.51
C 2.22 -1.84 -0.64
O 2.89 -2.17 -1.57
H -2.64 0.36 -0.44
H -3.24 1.35 0.82
H -3.12 1.93 -0.86
H -0.65 0.31 1.90
H 0.82 1.05 1.56
H -0.49 -0.37 -0.71
H 0.03 -1.44 0.61
H 1.47 -0.19 -1.57
H 2.32 0.29 -0.03
H 2.16 -2.54 0.23
```

Gap between HOMO and LUMO (eV): 9.7306
SMILES string: CSCCCC=O

Here are the natural (NBO) charges for atoms 1 to 5, given in e: number 1, C, carries -0.77; number 2, S, carries 0.20; number 3, C, carries -0.53; number 4, C, carries -0.42; number 5, C, carries -0.52

=====

Most stable: i

=====

i.
The following is a DFT calculation (ωB97M-V/def2-TZVPD) of a structure of composition C4H10N2S.

```
17
C4H10N2S | OMol25 | ωB97M-V/def2-TZVPD
C 2.03 1.70 0.36
C 0.34 -0.08 0.70
C -1.40 -1.79 0.54
C -0.94 -0.21 -1.38
H 2.96 1.09 0.29
H 2.04 1.94 1.57
H 2.11 2.75 -0.07
H 0.50 0.97 -1.08
H -0.76 -2.50 1.00
H -2.18 -1.28 1.21
H -1.93 -2.14 -0.28
H -0.01 -0.19 -2.08
H -1.87 0.81 -1.27
H -1.59 -1.00 -1.76
N 0.77 1.12 0.02
N -0.68 -0.62 0.01
S 0.61 -0.57 2.20
```

Gap between HOMO and LUMO (eV): 8.6812

Here are the natural (NBO) charges for atoms 1 to 5, given in e: number 1, C, carries -0.43; number 2, C, carries 0.23; number 3, C, carries -0.40; number 4, C, carries -0.45; number 5, H, carries 0.20

=====

ii.
The following is a DFT calculation (ωB97M-V/def2-TZVPD) of an isolated molecule of C4H10N2S.

```
17
C4H10N2S | OMol25 | ωB97M-V/def2-TZVPD
N -0.59 2.08 -0.12
C -0.76 0.84 0.70
C -0.24 -0.44 0.03
N -1.14 -0.91 -1.04
C 0.55 -1.23 0.83
C 1.10 -0.63 -0.32
S 2.23 0.63 -0.32
H -1.60 2.08 -0.53
H 0.31 2.15 -0.81
H -0.21 0.93 1.69
H -1.95 0.73 0.85
H -1.02 -0.33 -1.89
H -2.19 -1.01 -0.74
H 0.63 -0.81 1.83
H 0.44 -2.30 0.80
H 1.23 -1.56 -1.10
H 3.22 -0.24 0.16
```

Gap between HOMO and LUMO (eV): 9.5470
SMILES string: NC[C@]1(N)C[C@@H]1S

Here are the natural (NBO) charges for atoms 1 to 5, given in e: number 1, N, carries -0.89; number 2, C, carries -0.20; number 3, C, carries 0.04; number 4, N, carries -0.85; number 5, C, carries -0.41

=====

iii.
The following is a DFT calculation (ωB97M-V/def2-TZVPD) of an isolated molecule of C4H10N2S.

```
17
C4H10N2S | OMol25 | ωB97M-V/def2-TZVPD
H -2.58 -0.62 -2.29
N -1.81 0.01 -2.33
C -1.25 0.09 -1.18
C -1.65 -0.59 0.07
N -0.12 0.88 -1.08
S 0.24 1.67 0.37
C 1.77 0.79 0.82
C 1.57 -0.64 1.11
H -0.80 -1.06 0.59
H -2.47 -1.31 -0.18
H -2.13 0.18 0.75
H 0.15 1.35 -1.91
H 2.59 0.99 0.16
H 2.04 1.33 1.80
H 1.20 -1.09 0.16
H 2.49 -1.09 1.33
H 0.75 -0.90 1.82
```

Gap between HOMO and LUMO (eV): 9.8434
SMILES string: [H]/N=C(\C)NSCC

Here are the natural (NBO) charges for atoms 1 to 5, given in e: number 1, H, carries 0.33; number 2, N, carries -0.70; number 3, C, carries 0.44; number 4, C, carries -0.71; number 5, N, carries -0.78

=====

iv.
The following is a DFT calculation (ωB97M-V/def2-TZVPD) of an isolated molecule of C4H10N2S.

```
17
C4H10N2S | OMol25 | ωB97M-V/def2-TZVPD
N 0.67 -0.08 -1.89
C 1.04 -0.18 -0.53
C 1.25 0.93 0.51
N -0.07 0.48 1.37
C -0.12 -0.67 0.46
C -1.64 -0.83 0.00
S -2.64 0.71 -0.30
H 0.36 1.06 -2.17
H 1.53 0.11 -2.60
H 1.72 -1.02 -0.62
H 2.24 0.64 1.25
H 1.29 1.99 0.23
H 0.06 0.25 2.33
H 0.22 -1.63 0.96
H -1.69 -1.72 -0.79
H -2.27 -1.28 1.01
H -1.96 1.24 0.79
```

Gap between HOMO and LUMO (eV): 9.1582
SMILES string: N[C@H]1CN[C@H]1CS

Here are the natural (NBO) charges for atoms 1 to 5, given in e: number 1, N, carries -0.80; number 2, C, carries -0.12; number 3, C, carries -0.22; number 4, N, carries -0.65; number 5, C, carries -0.06

=====

Most stable: iii

=====

i.
The following is a DFT calculation (ωB97M-V/def2-TZVPD) of the ion C2FO4 with charge -1.

```
7
C2FO4 | OMol25 | ωB97M-V/def2-TZVPD
O -1.44 0.06 -1.50
C -1.10 0.28 -0.33
O -1.63 0.63 0.67
C 0.58 0.02 0.07
F 1.51 0.87 -0.43
O 0.84 -0.48 1.29
O 1.26 -1.39 0.22
```

Gap between HOMO and LUMO (eV): 9.3921
SMILES string: O=C([O-])C1(F)OO1
Net charge: -1

Here are the natural (NBO) charges for atoms 1 to 5, given in e: number 1, O, carries -0.73; number 2, C, carries 0.78; number 3, O, carries -0.69; number 4, C, carries 0.64; number 5, F, carries -0.35

=====

ii.
The following is a DFT calculation (ωB97M-V/def2-TZVPD) of the ion C2FO4 with charge -1.

```
7
C2FO4 | OMol25 | ωB97M-V/def2-TZVPD
C 1.14 0.09 -0.32
C -0.17 -0.23 0.51
O 1.88 -0.78 -0.77
O 1.22 1.34 -0.26
O -1.44 -0.10 0.08
O -2.42 -0.31 -1.08
F -0.20 -0.01 1.84
```

Gap between HOMO and LUMO (eV): 8.9733
Net charge: -1

Here are the natural (NBO) charges for atoms 1 to 5, given in e: number 1, C, carries 0.69; number 2, C, carries 0.73; number 3, O, carries -0.67; number 4, O, carries -0.66; number 5, O, carries -0.31

=====

Most stable: i

=====

i.
The following is a DFT calculation (ωB97M-V/def2-TZVPD) of an isolated molecule of C15H19N3O4.

```
41
C15H19N3O4 | OMol25 | ωB97M-V/def2-TZVPD
C -1.78 2.72 0.77
C -2.65 1.83 -0.13
O -1.96 1.64 -1.39
C -2.80 0.43 0.39
N -1.55 -0.34 0.19
C -1.48 -1.64 0.52
O -2.20 -2.11 1.37
C -0.32 -2.44 -0.11
N 0.07 -2.18 -1.48
C 0.87 -2.47 0.87
C 1.60 -1.11 1.01
C 1.41 -0.20 2.01
N 2.19 0.91 1.81
C 2.91 0.73 0.63
C 3.88 1.55 0.03
C 4.45 1.11 -1.17
C 4.10 -0.13 -1.73
C 3.21 -0.95 -1.10
C 2.56 -0.53 0.08
C -3.95 -0.15 -0.46
O -3.86 -0.83 -1.46
O -5.15 0.33 -0.04
H -1.51 3.69 0.33
H -2.34 2.90 1.73
H -0.90 2.08 1.04
H -3.66 2.24 -0.36
H -2.00 2.50 -1.88
H -3.15 0.42 1.43
H -1.19 -0.02 -0.70
H -0.69 -3.41 -0.09
H 0.26 -1.21 -1.68
H -0.77 -2.37 -2.01
H 0.58 -2.91 1.88
H 1.63 -3.24 0.53
H 0.85 -0.37 2.91
H 2.36 1.63 2.50
H 4.09 2.52 0.46
H 5.14 1.76 -1.74
H 4.51 -0.39 -2.73
H 2.99 -1.96 -1.56
H -5.76 -0.03 -0.67
```

Gap between HOMO and LUMO (eV): 8.2783
SMILES string: C[C@@H](O)[C@H](NC(=O)[C@@H](N)Cc1c[nH]c2ccccc12)C(=O)O

Here are the natural (NBO) charges for atoms 1 to 5, given in e: number 1, C, carries -0.64; number 2, C, carries 0.09; number 3, O, carries -0.75; number 4, C, carries -0.17; number 5, N, carries -0.62

=====

ii.
The following is a DFT calculation (ωB97M-V/def2-TZVPD) of an isolated molecule of C15H19N3O4.

```
41
C15H19N3O4 | OMol25 | ωB97M-V/def2-TZVPD
C -3.05 -1.27 2.10
C -2.60 -2.10 0.90
O -3.01 -1.54 -0.35
C -1.12 -2.28 0.81
N -0.71 -2.90 -0.40
C -0.28 -2.44 -1.60
O -0.06 -3.19 -2.54
C 0.13 -0.92 -1.69
N -0.99 -0.02 -1.60
C 1.23 -0.66 -0.57
C 1.87 0.68 -0.77
C 2.84 0.91 -1.69
N 3.17 2.25 -1.71
C 2.34 2.95 -0.85
C 2.14 4.32 -0.54
C 1.20 4.73 0.42
C 0.27 3.77 0.80
C 0.40 2.39 0.58
C 1.44 1.98 -0.25
C -0.51 -2.87 1.94
O -0.49 -4.09 2.24
O 0.18 -2.03 2.77
H -2.38 -0.37 2.24
H -4.14 -1.04 2.00
H -2.88 -1.96 2.99
H -3.07 -3.09 0.98
H -2.32 -0.84 -0.54
H -0.76 -1.26 0.80
H -0.50 -3.92 -0.35
H 0.59 -0.77 -2.66
H -1.57 -0.04 -2.40
H -0.69 0.96 -1.58
H 1.97 -1.48 -0.50
H 0.69 -0.60 0.40
H 3.25 0.18 -2.40
H 3.70 2.64 -2.45
H 2.76 5.09 -1.03
H 1.10 5.77 0.78
H -0.54 4.11 1.39
H -0.18 1.61 0.99
H 0.59 -2.69 3.35
```

Gap between HOMO and LUMO (eV): 8.8287
SMILES string: C[C@@H](O)[C@H](NC(=O)[C@@H](N)Cc1c[nH]c2ccccc12)C(=O)O

Here are the natural (NBO) charges for atoms 1 to 5, given in e: number 1, C, carries -0.64; number 2, C, carries 0.10; number 3, O, carries -0.74; number 4, C, carries -0.22; number 5, N, carries -0.61

=====

Most stable: i